(1)
Entry from OMol25: a molecular structure, C51H49AuO5S2Sb (ωB97M-V with the def2-TZVPD basis set).

Each line ends with the Mulliken charge.
Atoms and positions in Å:
1 Au 0.432 1.563 -0.179  0.56
2 C 1.078 -4.224 2.661  -1.83
3 C 2.031 -3.091 2.295  1.25
4 C 3.420 -3.374 2.811  -1.57
5 O 1.606 -1.843 2.802  -0.63
6 C 0.653 -1.391 1.865  0.10
7 C 1.349 -1.709 0.519  0.96
8 O 2.016 -2.920 0.862  -0.37
9 C 2.371 -0.792 -0.197  2.12
10 O 1.726 0.325 -0.849  0.78
11 C 3.562 -0.361 0.664  0.28
12 C 4.681 -1.191 0.744  -0.61
13 C 5.788 -0.830 1.498  -0.56
14 C 5.799 0.370 2.190  -0.77
15 C 4.695 1.203 2.116  -0.75
16 C 3.590 0.843 1.358  0.24
17 C 2.895 -1.508 -1.463  -0.64
18 C 3.904 -0.875 -2.188  -0.08
19 C 4.377 -1.407 -3.375  -0.86
20 C 3.843 -2.590 -3.871  -0.73
21 C 2.846 -3.232 -3.157  -1.17
22 C 2.382 -2.698 -1.959  -0.20
23 C 0.015 -0.034 2.268  1.62
24 O 0.633 1.100 1.685  -0.81
25 C 0.216 0.142 3.782  -0.56
26 C 0.983 1.170 4.303  -0.17
27 C 1.149 1.293 5.679  -1.12
28 C 0.552 0.392 6.542  -0.52
29 C -0.216 -0.645 6.023  -1.19
30 C -0.381 -0.765 4.656  0.26
31 C -1.483 -0.050 1.943  -0.61
32 C -2.375 0.620 2.693  0.18
33 C -3.795 0.607 2.415  -1.17
34 C -4.301 -0.052 1.363  -1.19
35 C -3.413 -0.724 0.416  -0.98
36 C -1.958 -0.738 0.726  0.17
37 H 1.057 -4.355 3.742  0.37
38 H 1.431 -5.147 2.203  0.47
39 H 0.063 -4.045 2.306  0.30
40 H 3.375 -3.506 3.892  0.46
41 H 4.084 -2.547 2.586  0.34
42 H 3.806 -4.290 2.365  0.34
43 H -0.185 -2.100 1.890  0.65
44 H 0.579 -1.919 -0.232  -1.07
45 H 4.685 -2.136 0.218  0.54
46 H 6.642 -1.494 1.541  0.47
47 H 6.661 0.654 2.780  0.41
48 H 4.691 2.145 2.652  0.47
49 H 2.745 1.510 1.321  -0.21
50 H 4.326 0.047 -1.808  0.62
51 H 5.171 -0.902 -3.912  0.49
52 H 4.215 -3.014 -4.794  0.45
53 H 2.433 -4.165 -3.519  0.49
54 H 1.637 -3.252 -1.412  0.51
55 H 1.460 1.877 3.640  0.39
56 H 1.753 2.101 6.072  0.45
57 H 0.684 0.489 7.611  0.43
58 H -0.685 -1.360 6.686  0.44
59 H -0.983 -1.577 4.262  0.47
60 H -2.034 1.147 3.575  0.61
61 H -4.458 1.100 3.115  0.48
62 H -5.369 -0.122 1.201  0.48
63 H -3.804 -1.567 -0.142  0.73
64 H -1.421 -1.609 0.373  0.36
65 S -2.407 0.352 -0.697  0.40
66 Sb -1.884 0.390 -4.746  0.79
67 C -3.386 1.657 -3.872  -0.06
68 C -3.292 3.022 -4.145  -0.38
69 C -4.214 3.921 -3.627  -0.67
70 C -5.263 3.460 -2.842  -0.62
71 C -5.379 2.101 -2.580  -0.53
72 C -4.446 1.208 -3.089  0.24
73 C -2.241 -1.397 -3.623  -0.14
74 C -1.279 -1.959 -2.787  0.49
75 C -1.541 -3.147 -2.120  -0.24
76 C -2.766 -3.788 -2.276  -0.82
77 C -3.720 -3.243 -3.120  -0.75
78 C -3.451 -2.060 -3.800  -0.34
79 C -0.247 1.234 -3.600  -0.64
80 C 1.042 0.984 -4.045  -0.03
81 C 2.162 1.663 -3.541  -0.66
82 C 2.010 2.606 -2.561  -0.45
83 C 0.718 2.867 -2.064  -0.72
84 C -0.400 2.197 -2.595  0.26
85 H -2.490 3.399 -4.774  0.42
86 H -4.127 4.976 -3.857  0.44
87 H -5.999 4.153 -2.455  0.49
88 H -6.204 1.733 -1.982  0.45
89 H -4.542 0.153 -2.859  0.19
90 H -0.326 -1.461 -2.629  -0.03
91 H -0.790 -3.587 -1.475  0.33
92 H -2.965 -4.714 -1.755  0.45
93 H -4.670 -3.743 -3.264  0.41
94 H -4.204 -1.662 -4.473  0.50
95 H 1.204 0.271 -4.848  0.41
96 H 3.139 1.444 -3.944  0.46
97 H 2.860 3.148 -2.170  0.36
98 H 0.574 3.739 -1.429  0.71
99 H -1.393 2.503 -2.284  0.45
100 C -1.470 5.307 1.236  -1.17
101 S -1.765 4.014 0.039  0.37
102 C -3.466 3.623 0.407  -0.48
103 O -1.030 2.806 0.620  -1.15
104 H -1.611 4.894 2.234  0.32
105 H -2.165 6.125 1.046  0.45
106 H -0.448 5.656 1.106  0.42
107 H -4.099 4.435 0.049  0.59
108 H -3.576 3.469 1.479  0.36
109 H -3.686 2.704 -0.139  -0.25

Its spin multiplicity is 1. As for the HOMO-LUMO gap: 6.49 eV. The value obtained for the total energy is -3520.923866 hartree. As for the total charge: +1. The value obtained for the HOMO energy is -0.391 Eh.



(2)
Entry from OMol25: a molecular structure, C51H49FeN7O5S2 (ωB97M-V with the def2-TZVPD basis set).

Each line ends with the Löwdin spin population.
Atoms and positions in Å:
1 Fe 0.101 -0.689 -0.043  4.17
2 C -0.587 -0.870 6.422  0.00
3 C 0.667 -1.151 5.613  0.00
4 C 1.862 -1.528 6.466  0.00
5 O 0.434 -2.203 4.698  0.00
6 C 0.213 -1.653 3.404  0.00
7 C 0.995 -0.335 3.452  0.00
8 O 0.969 0.001 4.839  0.00
9 C 0.418 0.837 2.617  0.02
10 O 0.565 0.487 1.279  0.20
11 C 1.237 2.124 2.795  0.00
12 C 2.427 2.205 3.502  0.00
13 C 3.140 3.400 3.551  0.00
14 C 2.669 4.526 2.897  0.00
15 C 1.475 4.452 2.185  0.00
16 C 0.770 3.263 2.136  0.00
17 C -1.030 1.105 3.049  0.00
18 C -2.107 0.552 2.371  0.00
19 C -3.409 0.750 2.811  0.00
20 C -3.657 1.513 3.943  0.00
21 C -2.588 2.076 4.628  0.00
22 C -1.290 1.872 4.184  0.00
23 C 0.625 -2.672 2.312  0.03
24 O 0.164 -2.173 1.101  0.21
25 C 2.142 -2.870 2.365  0.01
26 C 2.978 -2.271 1.438  0.00
27 C 4.359 -2.416 1.520  0.00
28 C 4.921 -3.162 2.543  0.00
29 C 4.090 -3.760 3.485  0.00
30 C 2.715 -3.617 3.396  0.00
31 C -0.095 -4.017 2.490  0.00
32 C 0.418 -5.150 1.866  0.00
33 C -0.272 -6.353 1.888  0.00
34 C -1.492 -6.447 2.542  0.00
35 C -2.016 -5.322 3.164  0.00
36 C -1.325 -4.119 3.132  0.00
37 H -0.846 -1.743 7.025  0.00
38 H -1.412 -0.639 5.747  0.00
39 H -0.430 -0.015 7.081  0.00
40 H 1.668 -2.464 6.990  0.00
41 H 2.063 -0.745 7.199  0.00
42 H 2.734 -1.656 5.824  0.00
43 H -0.851 -1.442 3.258  0.00
44 H 2.025 -0.491 3.120  0.00
45 H 2.809 1.343 4.031  0.00
46 H 4.070 3.444 4.105  0.00
47 H 3.226 5.454 2.936  0.00
48 H 1.099 5.325 1.665  0.00
49 H -0.154 3.189 1.571  0.00
50 H -1.946 -0.029 1.476  0.00
51 H -4.229 0.303 2.260  0.00
52 H -4.672 1.671 4.286  0.00
53 H -2.764 2.676 5.513  0.00
54 H -0.464 2.312 4.728  0.00
55 H 2.579 -1.656 0.648  0.00
56 H 4.973 -1.929 0.772  0.00
57 H 5.996 -3.278 2.611  0.00
58 H 4.517 -4.346 4.291  0.00
59 H 2.075 -4.093 4.128  0.00
60 H 1.364 -5.086 1.341  0.00
61 H 0.145 -7.220 1.389  0.00
62 H -2.033 -7.386 2.563  0.00
63 H -2.971 -5.378 3.674  0.00
64 H -1.756 -3.257 3.623  0.00
65 S 3.078 -0.214 -1.533  0.03
66 C 2.396 -1.729 -1.909  0.01
67 C 3.082 -2.713 -2.670  0.00
68 C 2.522 -3.941 -2.888  0.00
69 C 1.258 -4.231 -2.353  0.00
70 C 0.633 -3.245 -1.632  0.00
71 N 1.165 -2.024 -1.433  0.06
72 H 4.065 -2.461 -3.043  0.00
73 H 3.061 -4.688 -3.461  0.00
74 H 0.781 -5.191 -2.486  0.00
75 H -0.337 -3.407 -1.181  0.00
76 S -2.041 -1.257 -0.911  0.12
77 C -1.734 -0.628 -2.505  0.02
78 N -2.423 -1.015 -3.512  0.02
79 N -2.155 -0.457 -4.746  0.01
80 C -0.922 -0.427 -5.409  0.00
81 C 0.274 -0.901 -4.871  0.00
82 C 1.449 -0.801 -5.603  0.00
83 C 1.459 -0.254 -6.879  0.00
84 C 0.262 0.190 -7.425  0.00
85 C -0.915 0.107 -6.702  0.00
86 N -0.806 0.451 -2.728  0.00
87 N 0.003 0.683 -1.836  0.04
88 C 0.780 1.880 -2.095  0.00
89 C 1.337 2.520 -1.002  0.00
90 C 2.035 3.702 -1.199  0.00
91 C 2.186 4.217 -2.481  0.00
92 C 1.636 3.551 -3.569  0.00
93 C 0.924 2.376 -3.382  0.00
94 H -2.926 -0.632 -5.366  0.00
95 H 0.313 -1.343 -3.887  0.00
96 H 2.366 -1.151 -5.148  0.00
97 H 2.384 -0.170 -7.434  0.00
98 H 0.242 0.621 -8.419  0.00
99 H -1.841 0.480 -7.126  0.00
100 H 1.229 2.086 -0.018  0.00
101 H 2.478 4.202 -0.347  0.00
102 H 2.747 5.131 -2.636  0.00
103 H 1.771 3.939 -4.571  0.00
104 H 0.504 1.836 -4.219  0.00
105 C -4.533 3.166 -1.914  0.00
106 N -3.662 2.535 -0.951  0.00
107 C -2.339 2.839 -0.786  0.00
108 N -1.900 3.991 -1.403  0.00
109 O -1.586 2.101 -0.175  0.00
110 H -5.412 2.541 -2.054  0.00
111 H -4.046 3.285 -2.885  0.00
112 H -4.882 4.146 -1.573  0.00
113 H -3.882 1.611 -0.616  0.00
114 H -2.539 4.750 -1.562  0.00
115 H -0.946 4.234 -1.185  0.00

Its spin multiplicity is 6. As for the HOMO-LUMO gap (alpha / beta): 6.44 / 6.27 eV. The value obtained for the total energy is -4792.537589 hartree. As for the total charge: -1. The value obtained for the HOMO energy (alpha / beta) is -0.164 / -0.163 Eh.



(3)
Entry from OMol25: a molecular structure, C51H52MgN3OP2S2 (ωB97M-V with the def2-TZVPD basis set).

Each line ends with the Mulliken charge.
Atoms and positions in Å:
1 Mg 2.694 5.903 20.078  2.44
2 O -0.491 8.909 18.571  -0.72
3 S 0.485 8.167 19.379  1.45
4 C 0.642 9.030 20.944  -0.92
5 C 0.271 10.359 20.902  -0.52
6 C 0.510 11.175 21.996  -1.06
7 C 1.073 10.553 23.074  -0.82
8 C 1.342 9.172 23.152  -1.42
9 C 1.100 8.433 22.042  0.86
10 P 1.198 6.588 22.116  1.85
11 C -0.508 6.077 22.510  0.82
12 C -0.666 4.815 23.047  -0.70
13 C -1.859 4.425 23.538  -0.74
14 C -2.943 5.229 23.313  -0.49
15 C -2.849 6.506 22.697  -0.78
16 C -1.604 6.941 22.328  -0.59
17 C 2.087 6.114 23.668  0.06
18 C 3.338 5.533 23.598  0.82
19 C 3.967 5.063 24.737  -0.17
20 C 3.448 5.357 25.970  -0.79
21 C 2.165 5.949 26.047  -0.81
22 C 1.508 6.352 24.887  -0.28
23 C 2.153 8.674 18.758  -2.07
24 C 3.228 9.195 19.695  0.74
25 C 4.212 10.192 18.958  1.26
26 C 4.756 9.504 17.735  -1.66
27 C 3.888 8.792 17.065  0.10
28 C 2.515 8.396 17.514  0.24
29 P 1.288 7.458 16.444  0.33
30 C 1.151 8.668 15.130  0.77
31 C 2.089 9.021 14.158  -0.17
32 C 1.806 10.083 13.268  -0.67
33 C 0.597 10.716 13.296  -0.52
34 C -0.355 10.307 14.206  -0.56
35 C -0.136 9.275 15.065  -0.66
36 C 2.382 6.225 15.776  0.82
37 C 3.309 5.708 16.549  -1.75
38 C 3.854 4.395 16.314  -1.43
39 C 3.037 3.496 15.287  -0.28
40 C 2.271 4.271 14.261  -1.66
41 C 1.898 5.506 14.553  -0.98
42 H -0.122 10.709 19.974  0.68
43 H 0.295 12.234 22.043  0.48
44 H 1.258 11.250 23.889  0.40
45 H 1.748 8.753 24.075  0.49
46 H 0.211 4.195 23.190  0.44
47 H -1.964 3.443 24.019  0.42
48 H -3.904 4.787 23.626  0.35
49 H -3.786 7.041 22.392  0.37
50 H -1.514 7.875 21.849  0.52
51 H 3.707 5.260 22.616  -1.13
52 H 4.951 4.611 24.540  0.41
53 H 3.874 4.889 26.884  0.34
54 H 1.679 6.170 26.955  0.48
55 H 0.518 6.829 25.040  0.40
56 H 2.813 9.763 20.494  0.47
57 H 3.564 11.046 18.607  0.39
58 H 5.720 9.752 17.327  0.26
59 H 4.066 8.622 16.029  0.33
60 H 3.071 8.547 14.059  0.26
61 H 2.661 10.371 12.578  0.30
62 H 0.401 11.477 12.577  0.43
63 H -1.251 10.947 14.129  0.34
64 H -0.830 9.131 15.872  0.38
65 H 3.691 6.100 17.509  0.97
66 H 4.945 4.360 16.193  1.07
67 H 3.719 2.773 14.883  0.81
68 H 1.883 3.855 13.334  0.30
69 H 1.234 6.061 13.960  0.71
70 C 2.362 1.222 16.645  -1.53
71 C 2.334 2.794 16.543  1.48
72 C 0.971 3.382 16.892  -1.60
73 C 0.655 3.886 18.065  0.11
74 C -0.806 4.279 18.384  -1.55
75 C 1.638 4.169 19.053  -0.34
76 C 2.980 3.917 18.885  -0.21
77 C 3.438 3.467 17.444  0.52
78 N 3.837 4.222 19.867  -0.03
79 C 5.203 3.695 20.064  1.37
80 C 5.636 4.103 21.502  -1.72
81 C 6.254 4.080 19.010  -1.80
82 C 5.158 2.119 20.002  -1.87
83 H 1.751 0.803 15.843  0.42
84 H 1.914 0.872 17.619  0.30
85 H 3.423 0.918 16.640  0.42
86 H 0.141 3.209 16.195  0.20
87 H -1.226 3.452 19.082  0.27
88 H -1.384 4.311 17.458  0.44
89 H -0.806 5.228 18.892  0.12
90 H 1.339 4.046 20.069  1.12
91 H 4.154 2.715 17.746  0.47
92 H 5.892 5.160 21.633  0.23
93 H 6.572 3.522 21.785  0.50
94 H 4.816 3.821 22.161  0.45
95 H 6.440 5.173 18.949  0.16
96 H 6.088 3.698 18.064  0.43
97 H 7.228 3.723 19.373  0.49
98 H 4.307 1.905 20.564  0.47
99 H 5.968 1.700 20.547  0.54
100 H 5.117 1.679 19.014  0.38
101 S 4.264 7.844 20.255  -0.50
102 C 5.294 10.853 19.771  -0.37
103 N 6.372 11.371 19.254  -0.10
104 C 7.266 11.858 20.275  -0.48
105 C 6.423 11.683 21.594  -0.60
106 N 5.184 11.034 21.058  -0.07
107 H 6.694 11.245 18.253  0.27
108 H 7.381 12.924 19.992  0.32
109 H 8.183 11.260 20.226  0.33
110 H 6.231 12.640 22.049  0.31
111 H 6.980 11.084 22.365  0.31
112 H 4.759 10.363 21.690  0.28

Its spin multiplicity is 1. As for the HOMO-LUMO gap: 6.39 eV. The value obtained for the total energy is -3892.941315 hartree. As for the total charge: +1. The value obtained for the HOMO energy is -0.325 Eh.



(4)
Entry from OMol25: a molecular structure, C51H52N4O3STeW (ωB97M-V with the def2-TZVPD basis set).

Each line ends with the Löwdin spin population.
Atoms and positions in Å:
1 W 0.435 -0.200 0.321  1.54
2 C 3.985 0.883 -2.094  0.00
3 C 3.042 -0.295 -1.946  0.01
4 C 2.790 -2.147 -0.904  0.01
5 C 1.437 -2.730 -1.169  0.05
6 C 0.514 -2.098 -1.877  0.02
7 C 0.686 -0.829 -2.620  0.01
8 C 1.786 -0.111 -2.740  0.04
9 H 3.785 1.634 -1.327  0.00
10 H 3.847 1.336 -3.077  0.00
11 H 5.027 0.602 -2.004  0.00
12 H 3.328 -2.729 -0.165  0.00
13 H 1.228 -3.711 -0.762  0.00
14 H -0.402 -2.630 -2.087  0.00
15 H -0.131 -0.567 -3.282  0.00
16 H 1.814 0.638 -3.523  0.00
17 O 3.489 0.477 2.752  0.00
18 C 2.968 0.048 1.783  0.01
19 O 1.635 -0.195 1.721  0.07
20 C 3.597 -0.315 0.504  0.00
21 C 4.893 -0.589 0.443  0.00
22 C 5.615 -1.266 -0.612  0.00
23 C 5.136 -1.797 -1.756  0.00
24 C 6.087 -2.386 -2.682  0.00
25 C 5.710 -2.933 -3.839  0.00
26 C 4.301 -2.967 -4.221  0.00
27 C 3.361 -2.471 -3.422  0.00
28 C 3.673 -1.784 -2.134  0.00
29 N 2.648 -0.684 -0.521  0.01
30 H 5.456 -0.285 1.321  0.00
31 H 6.687 -1.355 -0.469  0.00
32 H 7.131 -2.387 -2.391  0.00
33 H 6.446 -3.393 -4.487  0.00
34 H 4.019 -3.435 -5.156  0.00
35 H 2.318 -2.539 -3.703  0.00
36 C -4.765 6.781 -2.180  0.00
37 C -4.218 5.606 -1.411  -0.01
38 C -3.172 5.769 -0.504  0.02
39 C -2.658 4.703 0.225  0.05
40 C -1.586 4.962 1.261  0.01
41 C -3.196 3.438 -0.022  0.40
42 Te -2.086 1.611 1.095  0.23
43 N -1.255 0.474 -0.627  0.02
44 C -1.684 -0.794 -0.549  0.03
45 O -1.055 -1.478 0.397  0.06
46 C -2.730 -1.411 -1.348  0.00
47 C -3.096 -2.746 -1.170  0.00
48 C -4.118 -3.286 -1.928  0.00
49 C -4.767 -2.505 -2.882  0.00
50 C -4.381 -1.186 -3.083  0.00
51 C -3.364 -0.638 -2.320  0.00
52 C -1.971 0.022 2.672  0.23
53 C -0.899 0.137 3.549  0.04
54 C -0.876 -0.605 4.721  0.01
55 C -1.958 -1.408 5.038  0.01
56 C -3.057 -1.473 4.186  0.01
57 C -3.089 -0.761 2.992  0.02
58 C -4.325 -0.804 2.121  0.01
59 C -4.303 3.244 -0.836  0.04
60 C -5.046 1.930 -0.953  0.01
61 C -4.784 4.345 -1.546  0.02
62 H -4.062 7.614 -2.178  0.00
63 H -5.697 7.128 -1.728  0.00
64 H -4.981 6.508 -3.213  0.00
65 H -2.750 6.758 -0.350  0.00
66 H -1.274 6.006 1.235  0.00
67 H -0.708 4.334 1.100  0.00
68 H -1.966 4.744 2.263  0.00
69 H -2.579 -3.362 -0.446  0.00
70 H -4.409 -4.319 -1.778  0.00
71 H -5.564 -2.934 -3.477  0.00
72 H -4.873 -0.586 -3.840  0.00
73 H -3.040 0.388 -2.457  0.00
74 H -0.107 0.842 3.361  0.00
75 H -0.026 -0.535 5.389  0.00
76 H -1.967 -1.966 5.966  0.00
77 H -3.920 -2.070 4.467  0.00
78 H -5.038 -1.539 2.494  0.00
79 H -4.085 -1.051 1.086  0.00
80 H -4.814 0.170 2.117  0.00
81 H -4.526 1.134 -0.429  0.00
82 H -5.182 1.645 -1.998  0.00
83 H -6.040 2.035 -0.513  0.00
84 H -5.635 4.206 -2.208  0.00
85 N -1.364 -3.724 2.038  0.00
86 C -0.166 -3.608 2.677  0.00
87 N 0.882 -3.014 2.194  0.00
88 C 1.963 -3.242 3.067  0.00
89 C 3.305 -2.967 2.832  0.00
90 C 4.258 -3.222 3.805  0.00
91 C 3.901 -3.777 5.031  0.00
92 C 2.586 -4.144 5.262  0.00
93 C 1.649 -3.896 4.270  0.00
94 S -0.017 -4.372 4.247  0.00
95 H -1.540 -3.036 1.330  0.00
96 H -2.150 -4.025 2.586  0.00
97 H 3.619 -2.574 1.880  0.00
98 H 5.295 -2.987 3.598  0.00
99 H 4.654 -3.946 5.792  0.00
100 H 2.293 -4.624 6.189  0.00
101 C -0.048 2.994 -1.877  0.00
102 C 1.271 2.793 -1.142  0.00
103 C 1.872 4.153 -0.786  0.00
104 C 1.213 1.919 0.139  -0.01
105 H 0.089 3.695 -2.707  0.00
106 H -0.810 3.411 -1.220  0.00
107 H -0.427 2.057 -2.278  0.00
108 H 1.952 2.320 -1.853  0.00
109 H 1.202 4.715 -0.129  0.00
110 H 2.038 4.753 -1.686  0.00
111 H 2.833 4.042 -0.273  0.00
112 H 0.737 2.545 0.892  0.01
113 H 2.247 1.890 0.486  0.00

Its spin multiplicity is 4. As for the HOMO-LUMO gap (alpha / beta): 5.41 / 6.11 eV. The value obtained for the total energy is -3152.222659 hartree. As for the total charge: +1. The value obtained for the HOMO energy (alpha / beta) is -0.346 / -0.376 Eh.



no.,F_max (eV/A)
1,0.6
2,1.1
3,3.6
4,4.3